Entry from OMol25: a 13-piece molecular cluster, C20H55BN2O16PS overall (ωB97M-V/def2-TZVPD).

Atoms and positions in Å:
C 0.467 4.510 2.620
C 0.028 3.191 3.260
C 0.935 1.990 2.981
C 1.291 1.724 1.501
B 0.069 1.158 0.562
P -1.077 2.688 -0.042
C -2.806 2.646 0.662
C -1.177 2.713 -1.898
O 0.735 0.770 -0.746
C 0.943 -0.600 -0.557
C 1.538 -1.308 -1.758
C 2.850 -1.700 -1.658
C 3.497 -2.305 -2.698
C 2.838 -2.569 -3.868
C 1.531 -2.184 -3.974
C 0.888 -1.557 -2.940
C -0.362 -1.129 0.109
C -1.600 -1.152 -0.807
C -2.853 -1.756 -0.170
S -3.626 -0.793 1.172
C -5.020 -0.105 0.394
N -5.876 0.716 0.895
N -6.762 1.001 -0.100
C -6.426 0.360 -1.147
O -5.318 -0.375 -0.885
C -0.160 -2.524 0.723
O 1.186 -2.945 0.807
C 1.768 -2.822 2.096
O -0.594 -0.081 1.049
H 0.712 4.437 1.564
H 1.314 4.985 3.132
H -0.383 5.200 2.681
H -0.998 2.985 2.944
H 0.005 3.331 4.349
H 1.870 2.141 3.522
H 0.502 1.086 3.414
H 1.663 2.634 1.020
H 2.154 1.042 1.512
H -3.469 2.117 -0.029
H -3.184 3.664 0.778
H -2.801 2.173 1.642
H -1.939 3.437 -2.196
H -1.407 1.752 -2.375
H -0.202 3.035 -2.258
H 1.716 -0.695 0.222
H 3.415 -1.538 -0.743
H 4.539 -2.568 -2.579
H 3.295 -3.068 -4.713
H 0.961 -2.366 -4.881
H -0.138 -1.241 -3.081
H -1.365 -1.787 -1.668
H -1.828 -0.143 -1.158
H -2.715 -2.778 0.179
H -3.606 -1.824 -0.956
H -6.887 0.319 -2.120
H -0.684 -2.565 1.688
H -0.668 -3.250 0.077
H 1.122 -2.310 2.813
H 2.685 -2.233 1.996
H 1.993 -3.828 2.471
O 4.533 -0.205 0.290
H 4.328 0.676 -0.049
H 5.493 -0.279 0.270
O 5.580 -4.531 -1.505
H 5.079 -5.202 -1.022
H 6.447 -4.929 -1.633
O -2.228 -3.546 -2.725
H -2.557 -4.170 -2.070
H -3.000 -3.342 -3.264
O 3.897 2.855 -0.539
H 3.018 2.981 -0.918
H 3.890 3.400 0.255
O -8.131 -0.788 -4.032
H -8.453 -1.413 -3.374
H -8.893 -0.634 -4.600
O 4.676 -6.252 0.965
H 5.042 -5.753 1.702
H 3.883 -6.664 1.323
O -1.821 0.874 4.324
H -2.042 0.437 3.491
H -2.279 1.719 4.271
O 0.107 0.453 -5.961
H 0.253 -0.253 -5.318
H -0.233 -0.002 -6.737
O 2.838 1.162 5.376
H 2.303 0.466 5.771
H 3.714 0.772 5.283
O 2.862 6.554 4.137
H 2.018 6.985 3.967
H 2.732 6.106 4.979
O -9.285 2.455 -1.406
H -9.541 3.311 -1.052
H -8.355 2.363 -1.156
O 7.174 -1.427 -0.315
H 6.593 -2.009 -0.823
H 8.054 -1.596 -0.664

The HOMO energy is -0.1145 Eh. The net charge is -1. For the max |F|, the calculation gives 1.8 eV Å⁻¹. For the gap between HOMO and LUMO, the calculation gives 5.00 eV. As for the lowest unoccupied orbital energy: 1.9 eV. The value obtained for the total energy is -78174.2298 eV.